Below is a structure of composition C13H27ClIN2OP2Sn in a non-equilibrium geometry, with properties calculated with ωB97M-V/def2-TZVPD.

```
48
Properties=species:S:1:pos:R:3:nbo_charge:R:1
C -2.428 -1.884 -2.677 -1.01
I 0.821 -2.834 -0.479 0.15
H -3.253 -1.337 -3.144 0.30
H -2.826 -2.789 -2.198 0.27
H -1.729 -2.230 -3.458 0.26
Sn -1.141 -0.912 -1.279 1.17
P -1.926 -0.678 1.353 1.02
C -1.772 -2.220 2.320 -0.95
C -1.851 0.596 2.672 -0.92
H -2.716 0.465 3.349 0.29
H -4.281 -0.720 1.916 0.27
H -1.890 1.592 2.199 0.26
H -3.948 0.249 0.422 0.28
H -0.812 -2.228 2.846 0.25
H -0.907 0.507 3.232 0.25
C -3.717 -0.668 0.974 -0.95
H -2.591 -2.293 3.048 0.28
H -3.928 -1.516 0.313 0.25
H -1.778 -3.076 1.639 0.26
P 1.407 0.442 -1.858 1.12
C 2.908 -0.579 -2.170 -0.95
C 0.940 0.885 -3.572 -0.95
H 1.382 2.723 -1.038 0.27
H 2.819 2.412 -2.088 0.29
H 2.771 1.833 -0.377 0.25
C 2.180 2.011 -1.284 -0.93
H 0.104 1.590 -3.531 0.28
H 1.815 1.315 -4.079 0.28
H 3.562 -0.093 -2.906 0.28
H 2.593 -1.574 -2.510 0.26
H 0.588 -0.025 -4.068 0.26
H 3.460 -0.716 -1.235 0.25
Cl -2.215 1.336 -1.742 -0.46
N 5.368 0.943 4.730 -0.67
C 4.328 1.774 4.434 0.61
O 4.161 2.847 4.997 0.00
C 3.352 1.283 3.411 -0.10
C 3.408 0.011 2.814 -0.18
C 2.417 -0.319 1.875 0.03
N 1.401 0.480 1.551 -0.43
C 1.326 1.685 2.129 0.05
C 2.295 2.125 3.030 -0.17
H 6.060 1.306 5.365 0.46
H 5.630 0.152 4.148 0.45
H 4.148 -0.739 3.033 0.24
H 2.424 -1.277 1.350 0.22
H 0.487 2.349 1.888 0.23
H 2.218 3.119 3.463 0.26
```

Values from the calculation:
Molar mass: 570.39 g/mol
HOMO-LUMO gap (spin up / spin down): 4.781 / 5.341 eV
E_LUMO (spin up / spin down): -13.68 / -13.10 eV
Net charge: +3
Strongest force on any atom: 5.2 eV/A
Energy above the lowest of the compared OMol25 structures with the same formula, charge and spin: 261.4 kJ/mol
E: -2350.1099 Eh

***

Below is a structure of composition C7H9AuN9SeTe in a non-equilibrium geometry, with properties calculated with ωB97M-V/def2-TZVPD.

```
28
Properties=species:S:1:pos:R:3:nbo_charge:R:1
Au 0.669 0.005 -0.338 0.55
N -4.311 -0.247 -0.547 -0.52
C -4.682 -0.251 0.777 -0.12
C -3.519 -0.106 1.473 -0.08
N -2.457 -0.003 0.611 -0.40
C -2.956 -0.087 -0.585 0.30
C -2.176 -0.034 -1.837 0.30
N -0.872 0.038 -1.947 -0.47
C -0.586 0.107 -3.280 -0.06
C -1.740 0.069 -3.997 -0.11
N -2.747 -0.025 -3.066 -0.52
H -4.939 -0.282 -1.329 0.40
H -5.705 -0.369 1.088 0.21
H -3.391 -0.066 2.543 0.21
H 0.444 0.178 -3.606 0.27
H -1.931 0.102 -5.055 0.21
H -3.730 -0.064 -3.264 0.40
N -1.018 -1.057 5.502 -0.62
N -0.414 -0.487 4.384 0.14
N -0.094 0.778 4.331 -0.30
C 0.358 0.864 3.078 0.11
N 0.293 -0.307 2.432 -0.23
N -0.203 -1.167 3.289 -0.08
H -0.490 -0.767 6.316 0.37
H -0.953 -2.060 5.375 0.38
H 0.749 1.766 2.639 0.23
Se 3.021 0.150 0.550 -0.81
Te 2.979 0.251 -2.053 -0.77
```

Values from the calculation:
Molar mass: 622.74 g/mol
HOMO-LUMO gap: 3.222 eV
E_LUMO: 1.94 eV
Net charge: -1
Strongest force on any atom: 1.2 eV/A
E: -3570.0699 Eh

***

Below is a cluster of 2 separate species, C11H18ClFO6S in total in a non-equilibrium geometry, with properties calculated with ωB97M-V/def2-TZVPD.

```
38
Properties=species:S:1:pos:R:3:nbo_charge:R:1
C -0.811 2.354 2.125 -0.25
O -0.552 1.026 1.706 -0.55
C -0.797 0.947 0.315 -0.05
C -0.358 -0.406 -0.265 -0.43
C -0.423 -0.263 -1.814 -0.41
C 0.715 -0.968 -2.553 -0.38
C 2.142 -0.382 -2.324 -0.53
C 2.171 1.010 -1.764 0.82
O 2.147 1.241 -0.641 -0.52
O 2.277 2.084 -2.667 -0.55
C 3.441 2.812 -2.473 -0.03
S 4.161 3.421 -4.016 0.00
Cl 3.154 4.234 -1.368 -0.08
H -1.857 2.626 1.934 0.16
H -0.198 3.059 1.551 0.17
H -0.587 2.456 3.183 0.19
H -0.241 1.726 -0.218 0.17
H -1.867 1.073 0.097 0.16
H -1.127 -1.099 0.056 0.22
H 0.627 -0.698 0.090 0.21
H -1.340 -0.777 -2.111 0.22
H -0.567 0.783 -2.100 0.20
H 0.732 -1.994 -2.184 0.21
H 0.500 -1.001 -3.620 0.21
H 2.660 -0.391 -3.282 0.23
H 2.697 -1.006 -1.631 0.24
H 4.219 2.227 -1.994 0.21
H 3.122 3.828 -4.774 0.15
O -2.738 -4.365 0.924 -0.55
C -2.611 -3.651 1.860 0.97
O -1.963 -2.456 1.836 -0.49
C -2.146 -1.840 3.115 -0.13
C -2.433 -3.028 3.996 0.44
F -3.277 -2.707 5.007 -0.33
O -3.089 -3.920 3.113 -0.49
H -2.987 -1.147 3.068 0.20
H -1.255 -1.293 3.415 0.22
H -1.545 -3.512 4.406 0.15
```

Values from the calculation:
Molar mass: 332.78 g/mol
SMILES string: COCCCCCC(=O)O[C@@H](S)Cl.O=C1OC[C@@H](F)O1
HOMO-LUMO gap: 10.251 eV
E_LUMO: 0.62 eV
Net charge: 0
Strongest force on any atom: 4.7 eV/A
E: -1839.5939 Eh

***

Below is an isolated molecule of C6H9NO3 in a non-equilibrium geometry, with properties calculated with ωB97M-V/def2-TZVPD.

```
19
Properties=species:S:1:pos:R:3:nbo_charge:R:1
C 1.989 1.317 0.101 -0.73
C 1.295 0.016 -0.684 0.59
C 1.914 -1.507 -0.681 -0.73
N 0.088 0.272 -1.346 -0.66
C -0.935 0.284 -0.232 0.21
C -2.532 0.426 -0.572 -0.10
O -3.043 0.144 0.811 -0.54
C -1.988 -0.520 1.645 0.98
O -1.917 -0.622 2.974 -0.55
O -1.025 -0.970 0.587 -0.57
H 2.501 0.866 1.064 0.23
H 1.180 2.129 0.361 0.25
H 2.837 1.733 -0.605 0.26
H 1.462 -2.199 -1.528 0.26
H 3.091 -1.384 -0.806 0.23
H 1.736 -2.093 0.340 0.28
H -0.790 1.083 0.617 0.15
H -2.979 -0.481 -1.182 0.22
H -2.884 1.506 -0.863 0.22
```

Values from the calculation:
Molar mass: 143.14 g/mol
SMILES string: CC(C)=N[C@H]1COC(=O)O1
HOMO-LUMO gap: 7.813 eV
E_LUMO: -0.83 eV
Net charge: 0
Strongest force on any atom: 9.6 eV/A
Energy above the lowest of the compared OMol25 structures with the same formula, charge and spin: 660.2 kJ/mol
E: -514.2614 Eh

***

Below is a cluster of 2 separate species, C4H9IN2 in total in a non-equilibrium geometry, with properties calculated with ωB97M-V/def2-TZVPD.

```
16
Properties=species:S:1:pos:R:3:nbo_charge:R:1
C 1.343 -1.095 -0.668 -0.11
C 1.578 -2.341 0.047 -0.82
C -0.362 1.831 -0.616 -0.49
C -2.045 0.656 0.591 -0.43
N 0.116 -0.209 0.647 -0.15
N -0.675 0.577 0.191 -0.04
I 3.062 0.220 -0.854 0.01
H 0.842 -3.174 -0.088 0.23
H 2.643 -2.795 -0.071 0.23
H 1.494 -2.108 1.064 0.26
H -1.047 1.779 -1.541 0.22
H -0.645 2.702 -0.009 0.21
H 0.718 1.887 -0.685 0.25
H -2.289 -0.176 1.254 0.23
H -2.137 1.596 1.070 0.21
H -2.597 0.649 -0.330 0.21
```

Values from the calculation:
Molar mass: 212.03 g/mol
HOMO-LUMO gap (spin up / spin down): 7.117 / 7.115 eV
E_LUMO (spin up / spin down): -0.14 / -0.14 eV
Net charge: 0
Strongest force on any atom: 3.2 eV/A
Energy above the lowest of the compared OMol25 structures with the same formula, charge and spin: 379.2 kJ/mol
E: -564.7868 Eh

***

Below is a cluster of 2 separate species, C3H9NO2 in total in a non-equilibrium geometry, with properties calculated with ωB97M-V/def2-TZVPD.

```
15
Properties=species:S:1:pos:R:3:nbo_charge:R:1
C 1.157 -1.351 -0.782 -0.40
N -0.066 -1.034 -1.534 -0.65
C -0.997 -0.205 -0.980 0.68
C -1.227 -0.285 0.540 -0.72
O -1.522 0.692 -1.629 -0.59
H 2.057 -1.112 -1.383 0.20
H 1.174 -2.377 -0.740 0.20
H 1.034 -0.739 0.073 0.21
H -0.221 -1.318 -2.526 0.41
H -2.041 -0.847 0.830 0.24
H -0.497 -0.863 1.129 0.21
H -1.223 0.666 0.915 0.22
O 0.856 3.006 2.412 -0.94
H 0.727 2.115 2.059 0.47
H 0.790 3.651 1.616 0.48
```

Values from the calculation:
Molar mass: 91.11 g/mol
SMILES string: CNC(C)=O.O
HOMO-LUMO gap: 10.059 eV
E_LUMO: 0.61 eV
Net charge: 0
Strongest force on any atom: 3.3 eV/A
Energy above the lowest of the compared OMol25 structures with the same formula, charge and spin: 184.4 kJ/mol
E: -324.9024 Eh

***

Which of these has the lowest E?
C7H9AuN9SeTe

***

What is the E in the first record?
-2350.1099 Eh

***

What did the sixth record say?
Below is a cluster of 2 separate species, C3H9NO2 in total in a non-equilibrium geometry, with properties calculated with ωB97M-V/def2-TZVPD.

```
15
Properties=species:S:1:pos:R:3:nbo_charge:R:1
C 1.157 -1.351 -0.782 -0.40
N -0.066 -1.034 -1.534 -0.65
C -0.997 -0.205 -0.980 0.68
C -1.227 -0.285 0.540 -0.72
O -1.522 0.692 -1.629 -0.59
H 2.057 -1.112 -1.383 0.20
H 1.174 -2.377 -0.740 0.20
H 1.034 -0.739 0.073 0.21
H -0.221 -1.318 -2.526 0.41
H -2.041 -0.847 0.830 0.24
H -0.497 -0.863 1.129 0.21
H -1.223 0.666 0.915 0.22
O 0.856 3.006 2.412 -0.94
H 0.727 2.115 2.059 0.47
H 0.790 3.651 1.616 0.48
```

Values from the calculation:
Molar mass: 91.11 g/mol
SMILES string: CNC(C)=O.O
HOMO-LUMO gap: 10.059 eV
E_LUMO: 0.61 eV
Net charge: 0
Strongest force on any atom: 3.3 eV/A
Energy above the lowest of the compared OMol25 structures with the same formula, charge and spin: 184.4 kJ/mol
E: -324.9024 Eh